[1]
Here is a structure of composition C19H15BCl2CsF4N3O7 from the Open Molecules 2025 dataset. Energies are from ωB97M-V/def2-TZVPD.

XYZ file:
```
52
Properties=species:S:1:pos:R:3
Cs 3.28 1.33 -0.47
O -6.63 -1.85 1.11
C -5.71 -2.63 0.34
C -4.33 -2.05 0.49
C -3.20 -2.78 0.13
C -1.95 -2.19 0.21
N -1.77 -0.93 0.63
C -2.84 -0.25 0.99
C -4.14 -0.75 0.93
C -2.60 1.16 1.48
C -3.46 1.73 2.42
C -3.19 3.00 2.90
C -4.09 3.63 3.92
O -4.65 4.86 3.46
C -2.07 3.65 2.40
C -1.29 3.02 1.45
N -1.54 1.79 0.99
H -7.49 -2.28 1.05
H -6.00 -2.63 -0.71
H -5.71 -3.67 0.68
H -3.28 -3.81 -0.21
H -1.06 -2.73 -0.08
H -4.99 -0.15 1.19
H -4.30 1.17 2.80
H -3.54 3.86 4.84
H -4.88 2.93 4.18
H -4.58 4.85 2.50
H -1.78 4.63 2.75
H -0.41 3.52 1.06
Cl 5.37 -5.70 -4.87
C 4.67 -4.37 -3.93
C 5.27 -3.10 -4.01
C 4.75 -2.06 -3.29
Cl 5.51 -0.49 -3.42
C 3.59 -2.18 -2.41
O 3.18 -1.20 -1.76
C 3.03 -3.50 -2.38
C 1.84 -3.90 -1.62
O 1.13 -3.22 -0.90
C 3.58 -4.55 -3.14
H 6.14 -2.94 -4.63
H 1.60 -4.98 -1.75
H 3.12 -5.54 -3.08
O 1.62 4.14 2.14
N 2.21 3.41 1.35
O 1.95 3.45 0.11
O 3.08 2.59 1.76
F 6.18 3.33 -2.34
B 7.31 3.55 -1.51
F 8.48 3.19 -2.21
F 7.38 4.91 -1.16
F 7.19 2.77 -0.35
```

Properties
Relative energy (zero: lowest compared OMol25 entry of this formula, charge and spin) in kcal/mol: 36.78
Kohn-Sham gap in eV: 5.8306
Net charge: -2
DFT total energy in Eh: -2789.07805
Max |F| in eV Å⁻¹: 2.832
Spin multiplicity: 1

Atomic partial charges in e from the Mulliken method, atoms 1 to 8: number 1, Cs, carries 1.06; number 2, O, carries -0.50; number 3, C, carries -0.52; number 4, C, carries 0.48; number 5, C, carries -0.80; number 6, C, carries -0.38; number 7, N, carries -0.52; number 8, C, carries 0.50

=====

[2]
Here is a structure of composition C22H31Br39O5S3 from the Open Molecules 2025 dataset. Energies are from ωB97M-V/def2-TZVPD.

XYZ file:
```
100
Properties=species:S:1:pos:R:3
C -3.83 4.07 -1.50
C -2.79 2.99 -2.13
O -1.50 3.32 -1.57
C -0.58 2.16 -1.58
C 0.64 2.38 -0.54
C 0.27 2.03 0.98
O 1.55 2.08 1.72
S 1.49 3.03 3.10
O 2.38 4.22 2.97
O 1.78 2.16 4.29
O -0.17 3.23 3.20
C -0.66 3.02 1.83
S -0.68 4.80 1.17
C -2.25 2.69 1.90
S -2.63 0.88 1.97
C -3.65 0.54 0.41
C -4.45 -0.88 0.41
H -3.46 4.51 -0.52
H -3.90 4.95 -2.25
H -4.85 3.57 -1.41
H -2.79 3.18 -3.26
H -3.14 1.92 -1.95
H -1.07 1.16 -1.33
H -0.08 2.06 -2.61
H 1.44 1.62 -0.87
H 1.08 3.42 -0.70
H 0.02 0.92 1.01
H 0.62 4.95 0.69
H -2.65 3.19 2.84
H -2.68 3.15 0.93
H -2.88 0.46 -0.44
H -4.33 1.42 0.17
H -5.05 -0.93 -0.57
H -5.13 -1.02 1.30
H -3.65 -1.70 0.32
C -3.34 -2.77 3.91
Br -1.64 -3.63 4.28
Br -3.25 -1.63 2.34
Br -4.78 -4.06 3.78
H -3.57 -2.13 4.76
C 0.57 4.81 -4.48
Br 2.51 4.70 -4.53
Br -0.16 4.12 -2.80
Br -0.06 6.61 -4.86
H 0.19 4.17 -5.28
C 3.82 -0.91 -1.76
Br 4.74 -2.04 -3.04
Br 2.66 0.38 -2.63
Br 2.87 -1.96 -0.44
H 4.58 -0.34 -1.23
C 7.74 -2.95 0.10
Br 8.65 -3.39 -1.56
Br 6.76 -1.28 -0.04
Br 6.60 -4.40 0.70
H 8.51 -2.81 0.86
C 12.74 -4.44 -0.78
Br 14.57 -4.66 -0.16
Br 11.47 -5.31 0.39
Br 12.30 -2.57 -1.05
H 12.67 -4.93 -1.75
C -3.73 7.33 -6.33
Br -3.51 6.35 -7.99
Br -5.16 8.64 -6.45
Br -3.98 6.13 -4.82
H -2.81 7.87 -6.16
C 4.56 6.92 2.96
Br 4.79 7.16 1.05
Br 6.26 6.65 3.86
Br 3.55 8.37 3.76
H 3.98 6.01 3.10
C 2.30 -5.35 -4.60
Br 3.18 -4.58 -6.15
Br 3.57 -6.01 -3.30
Br 1.03 -4.12 -3.81
H 1.73 -6.21 -4.95
C -6.84 6.50 0.48
Br -4.94 6.33 0.85
Br -7.20 7.91 -0.79
Br -7.62 4.81 -0.07
H -7.32 6.78 1.42
C -7.99 -3.83 0.78
Br -7.88 -2.01 1.43
Br -9.35 -4.03 -0.59
Br -6.27 -4.50 0.19
H -8.30 -4.45 1.62
C -0.66 -8.04 -2.40
Br -0.42 -7.82 -4.31
Br 1.02 -8.34 -1.48
Br -1.66 -6.57 -1.62
H -1.27 -8.94 -2.25
C -1.64 -6.22 7.77
Br -1.46 -7.20 6.11
Br -3.05 -4.89 7.68
Br -1.87 -7.40 9.29
H -0.71 -5.68 7.93
C 3.97 -7.25 3.02
Br 4.23 -7.01 1.11
Br 5.65 -7.57 3.93
Br 2.99 -5.77 3.81
H 3.36 -8.14 3.15
```

Properties
Kohn-Sham gap in eV: 8.6141
DFT total energy in Eh: -102813.69917
Max |F| in eV Å⁻¹: 9.130
Spin multiplicity: 1

Atomic partial charges in e from the Mulliken method, atoms 1 to 8: number 1, C, carries -0.43; number 2, C, carries -0.17; number 3, O, carries 0.17; number 4, C, carries -0.59; number 5, C, carries 0.03; number 6, C, carries -0.01; number 7, O, carries -0.31; number 8, S, carries 0.96

=====

[3]
Here is a cluster of 2 separate species, C33H36ClN3O6S in total from the Open Molecules 2025 dataset. Energies are from ωB97M-V/def2-TZVPD.

XYZ file:
```
80
Properties=species:S:1:pos:R:3
N 7.07 -7.46 -0.02
C 6.64 -6.38 0.04
C 6.10 -5.04 0.11
C 6.48 -4.08 -0.82
C 5.95 -2.79 -0.76
C 5.05 -2.46 0.25
S 4.35 -0.79 0.33
C 5.32 0.01 1.49
Cl 5.28 1.66 1.66
O 4.56 -0.24 -0.99
O 2.99 -0.99 0.82
C 4.65 -3.42 1.18
C 5.18 -4.71 1.11
H 7.21 -4.33 -1.60
H 6.25 -2.04 -1.49
H 5.95 -0.56 2.16
H 3.93 -3.17 1.95
H 4.89 -5.46 1.85
C -6.77 0.65 2.28
O -6.18 1.43 3.35
C -4.82 1.49 3.36
C -4.00 0.95 2.37
C -2.64 1.21 2.34
C -1.78 0.66 1.23
C -1.65 1.63 0.06
C -2.99 1.90 -0.64
O -3.99 2.45 -0.16
N -2.89 1.44 -1.92
C -4.01 1.50 -2.82
C -1.58 0.92 -2.30
C -1.68 -0.56 -2.69
C -0.97 1.75 -3.43
N -0.83 1.10 -1.05
C 0.42 0.70 -0.85
C 1.29 0.22 -1.86
C 1.63 -1.11 -1.99
C 2.37 -1.68 -3.08
C 2.60 -3.08 -3.13
C 3.28 -3.66 -4.19
C 3.74 -2.86 -5.25
C 3.51 -1.48 -5.23
C 2.83 -0.89 -4.16
C -2.07 2.02 3.32
C -2.86 2.56 4.34
O -2.41 3.44 5.28
C -0.97 3.63 5.32
C -4.24 2.26 4.39
O -5.04 2.88 5.31
C -5.55 4.20 4.95
H -7.85 0.66 2.48
H -6.56 1.12 1.30
H -6.39 -0.38 2.28
H -4.45 0.36 1.57
H -0.78 0.43 1.61
H -2.24 -0.27 0.85
H -1.25 2.59 0.42
H -4.85 1.92 -2.26
H -3.79 2.14 -3.68
H -4.28 0.50 -3.18
H -2.10 -1.14 -1.86
H -2.32 -0.66 -3.57
H -0.69 -0.96 -2.92
H -0.91 2.80 -3.12
H 0.03 1.39 -3.67
H -1.60 1.68 -4.33
H 0.80 0.83 0.16
H 1.80 0.98 -2.47
H 1.28 -1.80 -1.21
H 2.22 -3.68 -2.30
H 3.44 -4.74 -4.20
H 4.27 -3.32 -6.08
H 3.87 -0.85 -6.04
H 2.65 0.18 -4.15
H -1.00 2.23 3.28
H -0.80 4.25 6.20
H -0.45 2.67 5.43
H -0.62 4.13 4.41
H -6.16 4.50 5.80
H -4.72 4.90 4.80
H -6.16 4.13 4.04
```

Properties
Relative energy (zero: lowest compared OMol25 entry of this formula, charge and spin) in kcal/mol: 0.00
Kohn-Sham gap in eV: 3.2693
DFT total energy in Eh: -2752.96566
Max |F| in eV Å⁻¹: 3.963
Spin multiplicity: 1

Atomic partial charges in e from the Mulliken method, atoms 1 to 8: number 1, N, carries -0.53; number 2, C, carries -0.05; number 3, C, carries 0.62; number 4, C, carries -0.71; number 5, C, carries -0.30; number 6, C, carries 0.03; number 7, S, carries 1.16; number 8, C, carries -0.57

=====

[4]
Here is the molecule C10H20N4O4 from the Open Molecules 2025 dataset. Energies are from ωB97M-V/def2-TZVPD.

XYZ file:
```
38
Properties=species:S:1:pos:R:3
C -2.16 -1.15 -0.51
C -1.34 0.06 -0.05
C -3.42 -1.38 0.37
C -4.46 -0.34 0.02
C 1.00 0.79 0.13
C 0.99 2.30 -0.06
C 2.33 0.17 -0.31
C 3.45 0.39 0.70
C 4.85 -0.07 0.09
C 4.76 -1.56 -0.38
H -0.93 -2.70 0.21
H -1.84 -3.02 -1.15
H -2.53 -0.95 -1.50
H -3.18 -1.38 1.43
H -3.72 -2.40 0.14
H -5.57 -0.92 1.65
H -6.37 0.04 0.46
H 0.22 -0.79 -1.05
H 0.88 0.61 1.18
H 2.13 -0.91 -0.35
H 2.58 0.60 -1.27
H 3.51 1.41 0.99
H 3.29 -0.19 1.65
H 5.24 0.56 -0.74
H 5.57 -0.01 0.91
H 4.26 -1.55 -1.31
H 5.80 -1.88 -0.64
H 4.78 -2.60 1.35
H 4.07 -3.36 0.10
H -0.89 2.27 0.38
N -1.27 -2.30 -0.65
N -5.50 -0.24 0.90
N -0.07 0.08 -0.58
N 4.14 -2.46 0.57
O -1.69 0.83 0.84
O -4.38 0.38 -0.97
O 1.98 2.96 -0.29
O -0.22 2.87 -0.09
```

Properties
Relative energy (zero: lowest compared OMol25 entry of this formula, charge and spin) in kcal/mol: 5.68
SMILES string: NCCCC[C@H](NC(=O)[C@@H](N)CC(N)=O)C(=O)O
Kohn-Sham gap in eV: 9.9350
DFT total energy in Eh: -913.08232
Max |F| in eV Å⁻¹: 2.556
Spin multiplicity: 1

Atomic partial charges in e from the Mulliken method, atoms 1 to 8: number 1, C, carries 0.51; number 2, C, carries 0.20; number 3, C, carries -1.08; number 4, C, carries 0.69; number 5, C, carries -0.06; number 6, C, carries 0.52; number 7, C, carries -0.70; number 8, C, carries -0.81

=====

[5]
Here is a structure of composition C22H25BBrHgN3O2S from the Open Molecules 2025 dataset. Energies are from ωB97M-V/def2-TZVPD.

XYZ file:
```
56
Properties=species:S:1:pos:R:3
Hg 0.35 -0.16 -0.10
N -2.75 0.98 0.55
C -2.15 1.24 1.76
C -2.02 2.56 2.20
C -1.44 2.83 3.43
C -0.99 1.81 4.24
C -1.09 0.50 3.79
C -1.64 0.20 2.55
C -1.62 -1.21 2.06
C -2.42 -2.17 2.67
C -2.37 -3.50 2.26
C -1.51 -3.87 1.23
C -0.73 -2.91 0.61
C -0.77 -1.57 1.00
H -3.03 1.73 -0.06
H -2.98 0.04 0.30
H -2.38 3.36 1.57
H -1.36 3.87 3.75
H -0.55 2.02 5.21
H -0.71 -0.31 4.39
H -3.08 -1.88 3.48
H -2.99 -4.24 2.75
H -1.45 -4.90 0.92
H -0.04 -3.19 -0.18
O 6.22 -0.05 3.03
C 4.94 0.14 2.60
C 3.88 0.34 3.49
C 2.61 0.52 2.99
N 2.36 0.53 1.67
C 3.37 0.35 0.89
Br 2.09 -1.47 -1.73
C 4.69 0.14 1.23
H 6.23 -0.06 3.99
H 4.05 0.34 4.56
H 1.76 0.67 3.64
H 5.47 -0.01 0.50
B -1.53 4.01 -1.58
C -0.60 2.78 -1.17
N 0.02 1.86 -0.88
H -2.34 4.12 -0.67
H -2.08 3.72 -2.62
H -0.84 5.00 -1.67
O -2.62 -0.73 -3.49
S -2.05 -1.55 -2.37
C -1.83 -3.21 -3.04
C -3.23 -3.79 -3.12
C -3.83 -3.54 -1.74
C -3.48 -2.09 -1.37
H -1.19 -3.77 -2.34
H -1.31 -3.08 -3.98
H -3.23 -4.85 -3.39
H -3.79 -3.25 -3.89
H -3.35 -4.21 -1.02
H -4.90 -3.71 -1.70
H -3.25 -1.98 -0.31
H -4.25 -1.38 -1.67
```

Properties
Kohn-Sham gap (alpha / beta) in eV: 7.4979 / 7.4026
Net charge: -1
DFT total energy in Eh: -4318.57119
Max |F| in eV Å⁻¹: 0.361
Spin multiplicity: 2

Atomic partial charges in e from the Mulliken method, atoms 1 to 8: number 1, Hg, carries 1.30; number 2, N, carries -0.22; number 3, C, carries 0.29; number 4, C, carries -0.64; number 5, C, carries -0.55; number 6, C, carries -0.64; number 7, C, carries -0.61; number 8, C, carries 0.29

=====

[6]
Here is the molecule C11H16N4O3 from the Open Molecules 2025 dataset. Energies are from ωB97M-V/def2-TZVPD.

XYZ file:
```
34
Properties=species:S:1:pos:R:3
C 1.64 -0.62 -0.31
C 0.91 -0.14 1.00
C 2.91 -1.37 0.12
C 3.96 -0.28 0.26
C 3.26 0.99 -0.22
C -0.83 1.39 -0.18
C -1.86 2.33 0.42
C -1.58 0.44 -1.13
C -2.28 -0.73 -0.48
C -3.51 -0.73 0.07
C -2.69 -2.75 0.09
H 2.28 0.44 -1.97
H 0.99 -1.26 -0.94
H 3.23 -2.05 -0.66
H 2.81 -1.98 1.02
H 4.33 -0.17 1.28
H 4.87 -0.44 -0.36
H 3.91 1.69 -0.78
H 2.95 1.56 0.70
H -0.61 0.76 1.82
H -0.17 1.94 -0.83
H -0.86 0.06 -1.87
H -2.42 1.03 -1.58
H -4.13 0.09 0.42
H -2.57 -3.80 0.29
H -4.61 -2.36 0.90
H -2.94 3.78 -0.09
N 2.09 0.58 -0.99
N -0.19 0.68 0.92
N -1.79 -2.01 -0.48
N -3.80 -2.00 0.44
O 1.30 -0.51 2.05
O -2.29 2.30 1.58
O -2.32 3.15 -0.52
```

Properties
Relative energy (zero: lowest compared OMol25 entry of this formula, charge and spin) in kcal/mol: 21.48
SMILES string: O=C(O)[C@H](Cc1c[nH]cn1)NC(=O)[C@@H]1CCCN1
Kohn-Sham gap in eV: 9.3904
DFT total energy in Eh: -873.53382
Max |F| in eV Å⁻¹: 2.872
Spin multiplicity: 1

Atomic partial charges in e from the Mulliken method, atoms 1 to 8: number 1, C, carries -0.01; number 2, C, carries 0.21; number 3, C, carries -0.87; number 4, C, carries -0.48; number 5, C, carries -0.69; number 6, C, carries 0.24; number 7, C, carries 0.17; number 8, C, carries -1.12